Entry from OMol25: C22H22N4O3S2 in the gas phase in a non-equilibrium geometry (ωB97M-V/def2-TZVPD).

molar mass: 454.58 g mol⁻¹
structure (SMILES): COCCCn1c(SCc2nnc(-c3ccccc3)o2)nc2sc3c(c2c1=O)CCC3
F_max: 18.08 eV/Å
energy above the lowest of the compared OMol25 structures with the same formula, charge and spin: 1998.3 kJ/mol

ORCA input file:
```
! wB97M-V def2-TZVPD RIJCOSX def2/J DEFGRID3
* xyz 0 1
C -3.86485 -4.16056 -0.20999
O -4.10226 -2.81246 -0.19429
C -3.18548 -1.86064 -0.87601
C -3.53782 -0.56026 -0.38456
H -3.06026 0.00755 -1.16151
C -3.18547 -0.43024 1.14380
N -1.82589 -0.06612 1.35605
C -1.41299 1.39036 0.97333
N -0.25080 1.86753 1.14476
C 0.83048 0.89686 1.36037
C 0.52695 -0.23653 1.39303
C 1.71185 -1.03338 1.30264
C 2.90997 -0.47568 1.32068
S 2.48717 1.47209 1.47124
C 4.17967 -1.02859 1.35449
H 4.83872 -0.65844 0.88595
H 4.67264 -1.09170 2.52915
C 3.72689 -2.51933 1.24962
H 4.42133 -3.07676 1.70663
H 3.93405 -2.63069 0.23591
C 2.19563 -2.56280 1.33191
H 1.60961 -3.05070 0.81860
H 2.01263 -2.88807 2.45117
C -0.82033 -0.89914 1.50286
O -1.08431 -1.94747 1.14214
S -2.54762 2.54773 0.59430
C -1.61770 3.47355 -0.44094
C -0.44203 3.12787 -1.08315
N 0.63055 3.41321 -1.09437
N 1.51586 2.41770 -1.60250
C 0.74387 1.51206 -1.83553
C 1.13098 0.02468 -2.18262
C 2.55453 -0.17179 -2.18860
C 2.93205 -1.64232 -2.38247
C 2.00734 -2.62450 -2.34804
C 0.72897 -2.09555 -2.16653
C 0.27106 -0.99143 -2.23120
H -0.81013 -0.76859 -1.67582
H -0.04164 -3.06653 -2.17870
H 2.26744 -3.44859 -2.36496
H 4.08777 -1.79767 -2.32160
H 3.07525 0.68872 -1.95510
O -0.65190 1.63273 -1.41699
H -1.30228 4.34511 0.18724
H -2.43725 4.08653 -1.25951
H -3.57978 0.34844 1.58464
H -3.14541 -1.40511 1.66044
H -4.53301 -0.48408 -0.37088
H -3.46608 -1.91979 -2.04410
H -2.44721 -2.19576 -0.57118
H -2.90491 -4.30447 0.10028
H -4.65208 -4.67079 0.20043
H -3.71873 -4.43024 -1.44067
*
```

Atom-resolved charges from natural (NBO), all expressed in e:
1. C -0.1965
2. O -0.5830
3. C 0.0025
4. C -0.4414
5. H 0.2291
6. C -0.2175
7. N -0.4152
8. C 0.2594
9. N -0.5127
10. C 0.0820
11. C -0.2740
12. C -0.0255
13. C 0.0176
14. S 0.2455
15. C -0.3894
16. H 0.1875
17. H 0.1673
18. C -0.3879
19. H 0.2175
20. H 0.2013
21. C -0.3414
22. H 0.1953
23. H 0.1885
24. C 0.6856
25. O -0.6023
26. S 0.4110
27. C -0.6563
28. C 0.5047
29. N -0.2511
30. N -0.3040
31. C 0.5325
32. C -0.0767
33. C -0.1853
34. C -0.1722
35. C -0.1882
36. C -0.1737
37. C -0.1937
38. H 0.2185
39. H 0.1908
40. H 0.1732
41. H 0.2103
42. H 0.2396
43. O -0.5595
44. H 0.2688
45. H 0.2648
46. H 0.1938
47. H 0.2547
48. H 0.2226
49. H 0.1642
50. H 0.1560
51. H 0.1671
52. H 0.1921
53. H 0.1038

***

Entry from OMol25: a molecular structure, C26H75Cu3N3O14P in a non-equilibrium geometry (ωB97M-V/def2-TZVPD).

molar mass: 875.50 g mol⁻¹
F_max: 4.33 eV/Å
energy above the lowest of the compared OMol25 structures with the same formula, charge and spin: 91.5 kJ/mol

ORCA input file:
```
! wB97M-V def2-TZVPD RIJCOSX def2/J DEFGRID3
* xyz 0 1
Cu -24.31828 24.97002 -32.81889
Cu -23.94978 20.81784 -31.24728
Cu -21.39253 23.74373 -28.86655
P -23.05255 23.31193 -31.07951
O -23.96085 24.51377 -30.68496
O -22.89168 22.38325 -29.87301
O -21.62695 23.85045 -31.26212
O -23.79423 22.68161 -32.27696
C -25.78791 23.72481 -27.89852
C -26.57015 24.66733 -28.86358
O -26.43947 24.15949 -30.16590
H -25.67309 24.16631 -26.90857
H -24.88085 23.38652 -28.39942
H -26.36432 22.81610 -27.72505
H -26.16179 25.67775 -28.88342
H -27.58047 24.70947 -28.45670
H -25.52917 24.35057 -30.40350
C -22.64567 21.77156 -36.64993
C -22.86557 22.56288 -35.29567
O -23.97644 22.09896 -34.70619
H -22.04734 20.88543 -36.43813
H -21.86999 22.41719 -37.06175
H -23.50447 21.46415 -37.24664
H -23.16726 23.58993 -35.50121
H -22.15218 22.60504 -34.47263
H -23.89502 22.26344 -33.76390
C -20.25577 25.76689 -35.06052
C -21.11754 26.22893 -33.86120
O -22.01739 25.17767 -33.48847
H -19.33616 25.40696 -34.59914
H -19.95086 26.55205 -35.75237
H -20.60847 24.91108 -35.63609
H -21.63518 27.16136 -34.08643
H -20.55275 26.49177 -32.96675
H -21.74050 24.69090 -32.70874
C -18.14617 25.10596 -31.76235
C -18.72540 26.11187 -30.72968
O -19.62346 25.36959 -29.89890
H -18.94538 24.66003 -32.35439
H -17.49532 24.40381 -31.24131
H -17.54729 25.62751 -32.50897
H -19.39373 26.84337 -31.18394
H -17.92081 26.58260 -30.16476
H -20.20842 24.87404 -30.47670
C -26.00781 28.86832 -31.82267
C -25.80090 27.59961 -31.05971
O -24.68233 26.90841 -31.56396
H -27.03203 29.17113 -31.60498
H -25.79687 28.73424 -32.88363
H -25.41780 29.69320 -31.42323
H -26.64661 26.93577 -31.23911
H -25.74601 27.79759 -29.98925
H -24.40416 26.25349 -30.91953
C -22.25953 27.72687 -27.46007
C -22.93795 27.08385 -28.68312
O -22.77418 25.74917 -28.83689
H -22.82427 27.38924 -26.59106
H -22.39854 28.80484 -27.37776
H -21.20512 27.47510 -27.34639
H -22.62978 27.53517 -29.62623
H -24.01855 27.22662 -28.68193
H -23.19221 25.40959 -29.63159
C -22.91752 17.83489 -28.39827
C -22.68467 19.16953 -29.11451
O -23.63778 20.15590 -28.80129
H -22.08430 17.13550 -28.32985
H -23.64534 17.12734 -28.79545
H -23.07712 18.04985 -27.34166
H -22.41837 19.18342 -30.17138
H -21.72178 19.50672 -28.73080
H -23.36969 21.04656 -29.03887
C -19.24247 19.49315 -31.42343
C -19.55125 20.97752 -31.03850
C -18.41267 21.71738 -30.36190
O -18.92378 22.45300 -29.24498
C -17.90066 23.20929 -28.56001
N -19.96282 21.78720 -32.09878
H -19.97971 19.02326 -32.07441
H -18.93676 18.87099 -30.58227
H -18.37870 19.51719 -32.08783
H -20.39818 20.84033 -30.36620
H -17.75273 22.32092 -30.98506
H -17.71539 21.00082 -29.92780
H -17.08728 22.64422 -28.10481
H -18.35249 23.73108 -27.71639
H -17.52461 23.97686 -29.23640
H -20.65373 22.49713 -31.90195
H -19.18302 22.39052 -32.31791
C -26.81568 19.39491 -32.44081
C -27.25295 20.24712 -31.23633
C -27.38628 19.25364 -30.08759
O -28.40730 18.35133 -30.41440
C -28.80092 17.38666 -29.44756
N -26.21972 21.11871 -31.02012
H -26.73015 19.93124 -33.38586
H -27.47602 18.57068 -32.71045
H -25.80162 19.02399 -32.29180
H -28.17520 20.75832 -31.51242
H -27.64075 19.73654 -29.14411
H -26.51963 18.59937 -29.99303
H -29.31594 16.56411 -29.94381
H -29.32854 17.79801 -28.58703
H -27.93661 16.85354 -29.05149
H -26.14176 21.71852 -31.82898
H -26.35339 21.70427 -30.20811
C -22.30453 24.03303 -25.68543
C -21.21800 22.91342 -25.69003
C -21.43860 21.81288 -24.63564
O -21.37866 22.17447 -23.23317
C -20.02711 22.26675 -22.71245
N -21.39109 22.34769 -27.00604
H -22.19240 24.76739 -26.48307
H -22.14627 24.62651 -24.78496
H -23.31878 23.69251 -25.89385
H -20.25547 23.42063 -25.62391
H -20.78510 20.98138 -24.89953
H -22.46623 21.47994 -24.78136
H -19.79030 23.33052 -22.69234
H -19.29197 21.79436 -23.36400
H -19.86867 21.92033 -21.69118
H -20.63041 21.72348 -27.23369
H -22.24236 21.80721 -27.06352
*
```

Results of the Mulliken charge analysis, in e, for atoms 1 through 99:
1. Cu 0.1917
2. Cu 0.0238
3. Cu 0.6363
4. P -0.0861
5. O 0.6553
6. O 0.5380
7. O 0.8843
8. O -0.3333
9. C -0.6784
10. C -0.1893
11. O -0.6479
12. H 0.5636
13. H -0.3785
14. H 0.3575
15. H -0.0554
16. H 0.4908
17. H 0.1754
18. C -1.3355
19. C 0.6452
20. O -0.6906
21. H 0.3522
22. H 0.3240
23. H 0.3339
24. H 0.0354
25. H -0.1453
26. H 0.3623
27. C -1.0044
28. C 0.2734
29. O 0.0569
30. H 0.2238
31. H 0.3825
32. H 0.1181
33. H 0.4706
34. H -0.3533
35. H -0.2575
36. C -0.2289
37. C -0.5362
38. O -0.5170
39. H -0.5282
40. H 0.1807
41. H 0.5088
42. H 0.3037
43. H 0.3481
44. H -0.5215
45. C -1.4794
46. C 0.1042
47. O -0.4640
48. H 0.3860
49. H 0.3293
50. H 0.3374
51. H 0.2568
52. H 0.1389
53. H 0.2000
54. C -1.5082
55. C 0.2187
56. O 0.1609
57. H 0.3411
58. H 0.4125
59. H 0.2489
60. H 0.2803
61. H 0.0914
62. H -0.0639
63. C -1.5416
64. C 0.3807
65. O -0.6090
66. H 0.4278
67. H 0.3212
68. H 0.3095
69. H 0.2071
70. H 0.0483
71. H 0.1718
72. C -1.9427
73. C 1.6110
74. C -0.9599
75. O 0.0612
76. C -0.7512
77. N -0.5701
78. H 0.3874
79. H 0.3750
80. H 0.4404
81. H -0.8658
82. H 0.5163
83. H 0.4694
84. H 0.3791
85. H 0.0804
86. H 0.1800
87. H -0.1758
88. H 0.2687
89. C -1.4051
90. C 0.1424
91. C -0.3364
92. O -0.3690
93. C -0.7964
94. N 0.0656
95. H 0.4096
96. H 0.3700
97. H 0.2103
98. H 0.3751
99. H 0.4546

***

Entry from OMol25: 6 unconnected molecules or ions with the total composition C44H73F2N7O5S2 in a non-equilibrium geometry (ωB97M-V/def2-TZVPD).

energy: -3474.3176 Eh
molar mass: 882.24 g mol⁻¹
F_max: 14.70 eV/Å

ORCA input file:
```
! wB97M-V def2-TZVPD RIJCOSX def2/J DEFGRID3
* xyz 4 1
C 1.28895 -1.02756 -0.23890
C 0.03388 -1.81149 -0.14682
O -0.89528 -1.35569 -1.08493
H 1.05246 0.01754 -0.03904
H 1.79147 -1.14224 -1.19934
H 1.85771 -1.37288 0.62445
H -0.42066 -1.73856 0.84119
H 0.36340 -2.84281 -0.27288
C -4.55856 3.92603 -11.08046
N -3.78550 2.78979 -10.48202
C -3.68568 1.62758 -11.14938
C -2.84550 0.64430 -10.65883
C -2.31608 0.68404 -9.37517
C -2.56995 1.85361 -8.68027
C -3.15046 2.97868 -9.28175
C -1.50589 -0.43369 -8.76358
C -1.23453 -0.67541 -7.43028
C -0.42360 -1.66066 -6.93893
N 0.28399 -2.41094 -7.87279
C 0.09522 -2.24000 -9.18918
C -0.74626 -1.19481 -9.66857
C 1.15456 -3.49117 -7.37656
H -3.82052 4.38817 -11.73607
H -4.91570 4.66168 -10.35980
H -5.44324 3.58722 -11.61959
H -4.34518 1.57274 -12.00288
H -2.76627 -0.20207 -11.32498
H -2.24351 1.96968 -7.65735
H -3.15390 3.96474 -8.84121
H -1.70294 -0.01837 -6.71244
H -0.33387 -1.94224 -5.90016
H 0.63943 -2.86383 -9.88277
H -0.72499 -0.98024 -10.72682
H 1.73644 -3.01265 -6.58882
H 1.95752 -3.78601 -8.05214
H 0.53270 -4.30511 -7.00387
C -4.82266 2.37738 1.60427
N -5.32143 1.97193 2.90846
C -5.55745 2.95158 3.83412
C -6.02011 2.61784 5.10430
C -6.18472 1.23609 5.44037
C -5.95272 0.23012 4.43246
C -5.58324 0.64869 3.12812
C -6.60477 0.96209 6.81874
C -5.99731 1.50326 7.97895
C -6.37603 1.07547 9.23851
N -7.39597 0.26387 9.40616
C -8.00579 -0.32583 8.30745
C -7.59772 -0.05622 7.00519
C -7.99915 0.17128 10.74328
H -5.05564 1.66931 0.80899
H -3.74839 2.54944 1.53777
H -5.26192 3.34316 1.35445
H -5.35772 3.96180 3.50861
H -6.28809 3.43273 5.76044
H -6.11984 -0.78852 4.75004
H -5.31245 -0.05530 2.35515
H -5.19429 2.20615 7.81307
H -5.85199 1.35208 10.14143
H -8.78907 -1.04467 8.49754
H -8.05457 -0.51597 6.14129
H -9.00351 0.59475 10.74771
H -7.39576 0.61886 11.53301
H -7.97579 -0.88446 11.01346
C 4.17933 8.53039 -2.80137
C 4.69779 7.09730 -2.31677
C 5.14078 6.19111 -3.51857
N 5.37295 4.72165 -3.18652
C 6.03422 4.03282 -4.41856
C 4.98006 3.70304 -5.57230
C 3.63357 3.24560 -5.07725
C 3.04266 3.92847 -3.86342
C 4.06276 4.04376 -2.71395
C 6.49618 4.67908 -2.09026
H 3.25779 8.53138 -3.38348
H 4.93198 9.03034 -3.41103
H 4.13686 9.20213 -1.94402
H 3.92630 6.63491 -1.70107
H 5.56210 7.27548 -1.67698
H 6.02183 6.61367 -4.00159
H 4.42326 6.03673 -4.32445
H 6.87138 4.64186 -4.75966
H 6.45401 3.11215 -4.01331
H 4.96771 4.66279 -6.08886
H 5.39472 3.03492 -6.32713
H 2.85015 3.22945 -5.83494
H 3.74945 2.19891 -4.79597
H 2.69369 4.94420 -4.04945
H 2.10428 3.46012 -3.56646
H 3.57758 4.57507 -1.89517
H 4.22177 3.06237 -2.26708
H 7.27444 5.32097 -2.50304
H 6.84216 3.69268 -1.78139
H 6.07748 5.05994 -1.15873
C -0.06988 -1.39279 5.79894
C -0.08532 -2.87038 6.28667
C 1.14620 -3.83160 5.85031
N 1.17441 -5.26702 6.49335
C 1.28937 -5.13667 8.05424
C 1.17464 -6.47067 8.67772
C -0.13276 -7.19968 8.25045
C -0.30293 -7.30445 6.78713
C -0.11463 -5.98627 6.04220
C 2.36676 -6.05772 5.90278
H 0.83828 -0.84839 6.05771
H -0.91174 -0.81027 6.17317
H -0.16908 -1.26832 4.72062
H -1.05077 -3.25280 5.95537
H -0.04922 -2.83637 7.37554
H 2.11483 -3.38103 6.06679
H 1.19456 -4.01139 4.77633
H 0.51225 -4.52081 8.50688
H 2.27366 -4.81072 8.39048
H 1.01500 -6.17534 9.71473
H 2.01613 -7.16348 8.67400
H -0.97774 -6.69988 8.72408
H -0.10749 -8.24448 8.56006
H -1.25001 -7.74483 6.47534
H 0.40272 -8.04727 6.41513
H -0.97647 -5.38537 6.33244
H -0.17861 -6.03825 4.95533
H 2.27634 -5.99780 4.81820
H 2.32203 -7.10523 6.20086
H 3.31444 -5.65826 6.26396
N 7.73165 -3.62951 -1.67694
S 6.96041 -2.13390 -1.63569
O 6.87345 -1.54935 -0.30483
O 6.09478 -1.69223 -2.69259
F 8.31838 -1.37397 -2.09929
S 6.57162 -4.26911 -1.10156
O 5.30744 -4.41997 -1.87372
O 6.48364 -4.38897 0.35700
F 7.25290 -5.74308 -1.27077
*
```

Results of the Mulliken charge analysis, in e, for atoms 1 through 99:
1. C -0.8121
2. C -0.1424
3. O -0.7442
4. H 0.2752
5. H 0.2273
6. H 0.2938
7. H 0.0767
8. H 0.2331
9. C -0.8835
10. N 0.0406
11. C -0.2370
12. C -0.7363
13. C 1.1605
14. C -0.7170
15. C -0.2601
16. C 1.0780
17. C -0.6512
18. C -0.4647
19. N 0.0632
20. C -0.2876
21. C -0.7303
22. C -0.9533
23. H 0.3942
24. H 0.3231
25. H 0.3278
26. H 0.4086
27. H 0.4057
28. H 0.3185
29. H 0.4156
30. H 0.3852
31. H 0.6277
32. H 0.4133
33. H 0.3937
34. H 0.4193
35. H 0.3463
36. H 0.3437
37. C -0.9983
38. N 0.0716
39. C -0.2420
40. C -0.7177
41. C 0.7090
42. C -0.8360
43. C -0.1727
44. C 0.7926
45. C -0.8055
46. C -0.0673
47. N 0.0612
48. C -0.4817
49. C -0.6578
50. C -0.9341
51. H 0.3738
52. H 0.3483
53. H 0.3671
54. H 0.4330
55. H 0.4929
56. H 0.5550
57. H 0.4250
58. H 0.5031
59. H 0.4096
60. H 0.4455
61. H 0.5082
62. H 0.3508
63. H 0.3389
64. H 0.3824
65. C -1.3411
66. C -0.4117
67. C -0.7360
68. N 0.1166
69. C -0.7220
70. C -0.7198
71. C -0.5863
72. C -0.7464
73. C -0.7270
74. C -1.0047
75. H 0.3435
76. H 0.3651
77. H 0.3893
78. H 0.2505
79. H 0.3834
80. H 0.4911
81. H 0.3838
82. H 0.4375
83. H 0.4919
84. H 0.3674
85. H 0.4118
86. H 0.3558
87. H 0.3210
88. H 0.3489
89. H 0.4356
90. H 0.3280
91. H 0.5685
92. H 0.4201
93. H 0.3827
94. H 0.4006
95. C -1.4365
96. C -0.0229
97. C -0.6674
98. N 0.2094
99. C -0.4580

***

Entry from OMol25: C3H7NO2 in the gas phase (ωB97M-V/def2-TZVPD).

molar mass: 89.09 g mol⁻¹
structure (SMILES): O=CNCCO
F_max: 0.40 eV/Å
energy above the lowest of the compared OMol25 structures with the same formula, charge and spin: 94.0 kJ/mol

ORCA input file:
```
! wB97M-V def2-TZVPD RIJCOSX def2/J DEFGRID3
* xyz 0 1
O -2.41416 -0.34330 0.56802
C -1.13722 -0.66776 0.05588
C -0.32925 0.59685 -0.23932
N 1.00271 0.30910 -0.73640
C 2.03019 0.05732 0.11545
O 1.92666 0.03706 1.32699
H -2.28765 -0.01261 1.46628
H -1.30236 -1.22836 -0.87171
H -0.56363 -1.30732 0.74352
H -0.22185 1.18158 0.68150
H -0.86197 1.21281 -0.97034
H 1.17053 0.28309 -1.73009
H 2.98801 -0.11844 -0.40979
*
```

Atom-resolved charges from natural (NBO), all expressed in e:
1. O -0.7108
2. C -0.0691
3. C -0.2540
4. N -0.6182
5. C 0.5246
6. O -0.6155
7. H 0.4668
8. H 0.1722
9. H 0.1746
10. H 0.2127
11. H 0.2048
12. H 0.3991
13. H 0.1127